ORCA calculation (ωB97M-V/def2-TZVPD) on a single C12H15NS molecule.

Computed properties:
Maximum force in eV/Å: 0.88
Orbital gap (alpha / beta) in eV: 7.006 / 6.726
HOMO level (alpha / beta) in eV: -7.41 / -7.04
Lowest unoccupied orbital energy (alpha / beta) in eV: -0.4083 / -0.3193
Energy relative to the best compared isomer or geometry (same formula, charge and spin) in kcal/mol: 81.8

Each atom is followed by the atoms it is bonded to, with distances in Å.
Atoms and positions in Å:
1 S 0.756 1.467 -0.642  N2 1.588, C11 1.708
2 N -0.306 0.300 -0.470  S1 1.588, C6 1.442
3 C 4.613 0.645 -0.961  C7 1.367, C12 1.413, H17 1.079
4 C -2.492 -0.619 -0.124  C6 1.534, H15 1.084, H18 1.088, H25 1.087
5 C 0.444 -2.621 -0.088  C8 1.297, H19 1.079, H26 1.083
6 C -1.588 0.597 0.119  N2 1.442, C4 1.534, C10 1.536, C14 1.538
7 C 3.404 1.270 -1.075  C3 1.367, C11 1.403, H29 1.081
8 C 1.144 -1.531 -0.155  C5 1.297, C9 1.352
9 C 2.248 -0.791 -0.401  C8 1.352, C11 1.429, C13 1.436
10 C -2.233 1.832 -0.528  C6 1.536, H21 1.089, H22 1.090, H28 1.091
11 C 2.216 0.589 -0.769  S1 1.708, C7 1.403, C9 1.429
12 C 4.679 -0.690 -0.503  C3 1.413, C13 1.358, H23 1.081
13 C 3.545 -1.377 -0.209  C9 1.436, C12 1.358, H27 1.080
14 C -1.436 0.838 1.630  C6 1.538, H16 1.089, H20 1.088, H24 1.088
15 H -2.110 -1.487 0.402  C4 1.084
16 H -0.797 1.703 1.807  C14 1.089
17 H 5.526 1.171 -1.196  C3 1.079
18 H -3.499 -0.410 0.231  C4 1.088
19 H -0.307 -2.800 0.666  C5 1.079
20 H -0.980 -0.028 2.105  C14 1.088
21 H -1.628 2.719 -0.342  C10 1.089
22 H -3.229 1.995 -0.117  C10 1.090
23 H 5.644 -1.164 -0.398  C12 1.081
24 H -2.408 1.019 2.082  C14 1.088
25 H -2.530 -0.848 -1.186  C4 1.087
26 H 0.493 -3.366 -0.873  C5 1.083
27 H 3.580 -2.405 0.121  C13 1.080
28 H -2.316 1.685 -1.606  C10 1.091
29 H 3.339 2.304 -1.384  C7 1.081